Record 1
Formula: C5H15N2O
Source: the Open Molecules 2025 dataset
Level of theory: wB97M-V/def2-TZVPD

Last column: Mulliken charge in e.
Geometry (Å):
1 C 0.42017 0.70628 -2.27517  -0.362
2 C -0.80304 0.62503 -1.28945  -1.066
3 C -0.39056 0.05821 0.04334  0.431
4 C -0.68185 -1.25761 0.30860  -0.291
5 N -0.18047 -1.90767 1.39305  -0.311
6 C 0.46538 0.85331 0.91128  -1.547
7 N 0.06838 1.83318 -3.35760  -0.306
8 H 0.62529 -0.23860 -2.79344  0.294
9 H 1.35623 1.09568 -1.76960  0.348
10 H -1.65427 0.01135 -1.72623  0.391
11 H -1.27833 1.53828 -1.18930  0.623
12 H -1.12994 -1.95131 -0.41786  0.267
13 H -0.21614 -2.88208 1.25744  0.224
14 H 0.47317 -1.58936 1.98274  0.175
15 H -0.21303 0.96979 1.84608  0.308
16 H 0.68749 1.81010 0.67620  0.522
17 H 1.35372 0.21511 1.14036  0.260
18 H -0.95920 2.16993 -3.19691  0.395
19 H 0.00200 1.38323 -4.22608  0.343
20 H 0.74126 2.55012 -3.20990  0.339
21 H 1.41922 -0.48680 4.17058  0.326
22 H 0.29302 -1.66295 4.53247  0.297
23 O 0.65295 -1.04031 3.81046  -0.659

Calculated values
spin multiplicity	1
E_HOMO	-10.471	eV
total charge	+1
lowest unoccupied orbital energy	-3.475	eV


Record 2
Formula: C5H15N2O
Source: the Open Molecules 2025 dataset
Level of theory: wB97M-V/def2-TZVPD

Last column: Mulliken charge in e.
Geometry (Å):
1 N -1.43248 1.69432 -1.11193  -0.617
2 C 0.03803 2.23092 -1.36321  -0.669
3 C 1.01193 1.92268 -0.21966  -0.815
4 C 1.15988 0.32280 0.09132  -0.956
5 C -0.00682 -0.67334 0.10008  -0.107
6 N -1.13044 -0.28084 1.13720  -0.184
7 C 0.74684 -2.05748 0.49689  -0.580
8 O -0.17305 -3.07403 0.77599  -0.540
9 H -2.02312 2.54341 -0.87214  0.252
10 H -1.78825 1.24355 -1.90411  0.205
11 H 0.38302 1.56068 -2.29131  0.280
12 H 0.02006 3.22461 -1.65519  0.477
13 H 0.78889 2.38472 0.71982  0.387
14 H 1.98219 2.30670 -0.44661  0.446
15 H 1.74893 -0.05188 -0.70078  0.457
16 H 1.64399 0.33894 1.08276  0.410
17 H -0.51943 -0.64997 -0.91468  0.289
18 H -1.53742 0.54060 0.70954  0.340
19 H -1.79188 -1.09659 1.24802  0.398
20 H -0.50901 0.01310 1.89526  0.408
21 H 1.44107 -2.42372 -0.34314  0.359
22 H 1.39991 -1.77361 1.35048  0.385
23 H 0.38668 -3.93608 1.10479  0.377

Calculated values
spin multiplicity	1
E_HOMO	-13.854	eV
total charge	+1
lowest unoccupied orbital energy	-2.958	eV
SMILES string	NCCC[C@H]([NH3+])CO


Record 3
Formula: C5H15N2OPS
Source: the Open Molecules 2025 dataset
Level of theory: wB97M-V/def2-TZVPD

Last column: Mulliken charge in e.
Geometry (Å):
1 C 3.48548 -0.26425 0.09283  -0.879
2 S 2.06485 -1.06901 -0.80857  -0.134
3 P 0.59543 -0.28524 0.49322  0.611
4 O 1.10607 -0.07727 1.84926  -0.710
5 N -0.07699 1.11898 -0.12844  0.390
6 C -0.34807 1.32712 -1.48083  -1.147
7 C -0.33248 2.28445 0.68101  -0.940
8 N -0.83147 -1.53680 0.29971  -0.090
9 C -1.39577 -1.91803 -0.98533  -0.866
10 C -1.80546 -1.17397 1.31481  -0.962
11 H 3.45634 -0.94350 1.01945  0.269
12 H 3.14068 0.69018 0.12201  0.272
13 H 4.29232 -0.55849 -0.47618  0.415
14 H -0.10229 0.49520 -2.14455  0.343
15 H -1.49276 1.51567 -1.49942  0.328
16 H 0.28153 2.02316 -2.00500  0.322
17 H -0.38041 2.17478 1.79293  0.283
18 H 0.39267 3.12051 0.62751  0.340
19 H -1.29543 2.88526 0.40442  0.276
20 H -0.60722 -2.41386 -1.70803  0.203
21 H -2.06032 -2.81472 -0.93081  0.324
22 H -1.90102 -1.15835 -1.45488  0.389
23 H -2.43804 -0.45208 0.89439  0.369
24 H -2.43142 -2.09115 1.77741  0.272
25 H -1.31620 -0.87859 2.25309  0.321

Calculated values
spin multiplicity	1
E_HOMO	-8.377	eV
lowest unoccupied orbital energy	0.669	eV
SMILES string	CSP(=O)(N(C)C)N(C)C


Record 4
Formula: C5H15N2S
Source: the Open Molecules 2025 dataset
Level of theory: wB97M-V/def2-TZVPD

Last column: Mulliken charge in e.
Geometry (Å):
1 C -1.97270 -2.13369 -1.55416  -1.270
2 C -0.63510 -1.56284 -1.07595  0.026
3 C -0.09074 -2.24832 0.11355  -0.645
4 S 1.48494 -1.66832 0.87461  -0.274
5 H -2.24029 -1.71643 -2.57785  0.327
6 H -2.73605 -1.85977 -0.79335  0.334
7 H -1.91391 -3.22626 -1.59152  0.347
8 H 0.13927 -1.58704 -1.85356  0.338
9 H -0.78919 -0.44366 -0.95618  0.063
10 H 0.16515 -3.28859 -0.20157  0.366
11 H -0.84489 -2.29194 0.91718  0.388
12 H 2.29189 -2.03805 -0.12146  0.191
13 C 0.29954 2.27957 1.57608  -0.002
14 C 0.95417 2.41454 0.37923  -0.475
15 N 1.46791 1.25733 -0.41450  -0.056
16 N -0.15923 3.28647 2.43755  -0.478
17 H 0.06288 1.30074 1.97590  0.291
18 H 0.98598 3.35604 -0.13946  0.347
19 H 2.42312 1.43537 -0.63344  0.390
20 H 1.44294 0.36002 0.12223  -0.158
21 H 0.91509 1.15693 -1.30159  0.415
22 H -0.26034 4.16866 1.90447  0.262
23 H -0.99041 3.04925 2.91378  0.274

Calculated values
spin multiplicity	1
E_HOMO	-13.048	eV
total charge	+1
lowest unoccupied orbital energy	-3.015	eV


Record 5
Formula: C5H15N2S
Source: the Open Molecules 2025 dataset
Level of theory: wB97M-V/def2-TZVPD

Last column: Mulliken charge in e.
Geometry (Å):
1 N -2.54500 1.89476 -1.32108  -0.273
2 C -1.15557 1.31142 -1.57649  -0.725
3 C -0.47468 0.77150 -0.30546  -0.581
4 N 0.76711 0.17952 -0.81563  -0.293
5 C 0.94996 -1.27790 -0.55543  -0.719
6 C 1.69686 -1.61769 0.71815  -0.545
7 C 0.88491 -1.57042 2.02829  -0.670
8 S 0.78222 0.05146 2.83930  -0.237
9 H -2.53198 2.84626 -0.95880  0.362
10 H -3.08658 1.87542 -2.18509  0.359
11 H -3.03596 1.29584 -0.65591  0.348
12 H -1.28314 0.49753 -2.27278  0.369
13 H -0.54186 2.10065 -1.97994  0.334
14 H -1.09194 0.01536 0.17077  0.429
15 H -0.24008 1.60517 0.33951  0.379
16 H 1.54045 0.66198 -0.37130  0.267
17 H 1.51874 -1.65502 -1.40331  0.356
18 H -0.03655 -1.74040 -0.58212  0.360
19 H 2.15439 -2.60373 0.62657  0.363
20 H 2.51684 -0.91617 0.82230  0.277
21 H -0.16084 -1.78811 1.84573  0.319
22 H 1.28731 -2.30036 2.72325  0.391
23 H 2.08538 0.36295 2.86948  0.130

Calculated values
spin multiplicity	1
E_HOMO	-11.825	eV
total charge	+1
lowest unoccupied orbital energy	-3.710	eV
SMILES string	[NH3+]CCNCCCS


Record 6
Formula: C5H15N3
Source: the Open Molecules 2025 dataset
Level of theory: wB97M-V/def2-TZVPD

Last column: Mulliken charge in e.
Geometry (Å):
1 N -2.08717 0.62868 1.09024  -0.805
2 C -1.39477 -0.28605 2.00001  -1.517
3 C 0.21876 -0.10840 1.87565  -1.032
4 N 0.81103 -0.65882 0.59981  -0.564
5 C 2.20232 -0.02720 -1.11486  -1.820
6 C 0.95450 0.44988 -0.40639  1.163
7 C -0.23931 0.58006 -1.53039  -1.789
8 N -0.52873 -0.72444 -2.11988  -1.828
9 H -1.91954 1.67167 1.36730  0.306
10 H -1.90231 0.49204 0.19316  0.751
11 H -1.62658 -0.13750 3.13842  0.336
12 H -1.75055 -1.22568 1.80917  0.938
13 H 0.39382 0.94797 1.97083  0.315
14 H 0.67094 -0.83496 2.60962  0.457
15 H 0.42849 -1.63645 0.24199  0.356
16 H 3.09565 -0.30211 -0.37194  0.302
17 H 2.70375 0.79995 -1.72138  0.387
18 H 2.13494 -0.91966 -1.73884  0.506
19 H 0.98310 1.42678 0.17299  0.370
20 H -1.29312 1.01625 -1.21761  0.043
21 H 0.07048 1.13423 -2.44488  0.580
22 H -1.18903 -0.78977 -2.91406  1.210
23 H -0.73667 -1.49648 -1.48896  0.335

Calculated values
spin multiplicity	2
E_HOMO (alpha / beta)	1.339 / -4.587	eV
total charge	-1
lowest unoccupied orbital energy (alpha / beta)	4.010 / 3.805	eV


These records have E_tot values of -383.9495; -383.9663; -1123.7634; -706.9316; -706.9388; -363.6112 hartree, in the order they appear.